--- P ---
ORCA calculation (wB97M-V/def2-TZVPD) on one molecule with the formula C6H9NO.

Last column: Löwdin charge in e.
Atoms and positions in Å:
1 C 1.43 -0.60 1.71  -0.018
2 C 0.73 1.10 -1.96  -0.012
3 C 0.32 -0.34 0.75  -0.322
4 C -0.91 -0.10 1.10  -0.034
5 C -0.03 -0.11 -1.54  -0.508
6 C -2.14 0.13 1.43  0.026
7 N -1.12 -0.50 -2.11  0.168
8 O 0.54 -0.84 -0.55  -0.007
9 H -1.41 -1.36 -1.63  0.065
10 H 1.22 -1.49 2.32  0.087
11 H 2.38 -0.76 1.19  0.083
12 H 1.56 0.25 2.39  0.090
13 H 1.76 0.82 -2.21  0.088
14 H 0.27 1.54 -2.85  0.085
15 H 0.74 1.85 -1.16  0.085
16 H -2.84 0.53 0.70  0.064
17 H -2.51 -0.12 2.42  0.061

Values from the calculation:
Total charge   0
Molecular weight   111.1 g mol⁻¹
Spin multiplicity   1
SMILES   [H]/N=C(/C)OC(C)=C=C
Orbital gap   8.219 eV

--- Q ---
ORCA calculation (wB97M-V/def2-TZVPD) on one molecule with the formula C6H9NO.

Last column: Löwdin charge in e.
Atoms and positions in Å:
1 C 0.40 0.90 0.92  -0.371
2 C 1.61 -0.29 0.64  -0.032
3 C 1.26 -1.28 -0.15  -0.043
4 C -0.30 -1.00 -0.18  -0.404
5 C -2.04 0.03 -1.00  -0.021
6 C -0.45 0.56 -0.31  -0.089
7 H 0.95 2.54 0.24  0.173
8 H -0.01 0.79 1.86  0.110
9 H 2.56 -0.18 1.05  0.070
10 H 2.04 -2.12 0.06  0.136
11 H -0.87 -1.32 0.86  0.184
12 H -1.87 -2.06 -1.17  0.071
13 H -3.02 0.04 -0.53  0.064
14 H -2.24 0.70 -1.96  0.106
15 H 0.26 0.62 -1.17  0.136
16 N -1.23 -1.32 -1.20  -0.040
17 O 0.98 2.09 1.20  -0.051

Values from the calculation:
Total charge   0
Molecular weight   111.1 g mol⁻¹
Spin multiplicity   1
SMILES   O[C@@H]1C=C[C@@H]2NC[C@@H]12
Orbital gap   9.731 eV

--- R ---
ORCA calculation (wB97M-V/def2-TZVPD) on C6H9NO as an isolated structure.

Last column: Löwdin charge in e.
Atoms and positions in Å:
1 C -1.48 -1.41 0.06  -0.086
2 C 0.40 0.07 1.00  -0.197
3 C -0.44 1.45 0.64  -0.038
4 C -0.63 1.21 -0.64  -0.178
5 C 0.28 0.04 -1.01  -0.201
6 C 1.62 0.48 -0.09  -0.098
7 H -1.43 -2.62 -0.39  0.117
8 H -1.88 -0.34 -0.82  0.163
9 H -2.06 -1.40 1.20  0.117
10 H 0.55 -0.20 2.01  0.112
11 H -0.84 2.36 1.22  0.126
12 H -1.34 1.81 -1.30  0.127
13 H 0.44 -0.12 -2.01  0.103
14 H 1.85 1.52 0.02  0.119
15 H 2.25 -1.30 0.07  -0.005
16 N 0.03 -1.00 0.07  -0.170
17 O 2.69 -0.54 -0.04  -0.011

Values from the calculation:
Total charge   0
Molecular weight   111.1 g mol⁻¹
Spin multiplicity   1
Orbital gap   10.093 eV

--- S ---
ORCA calculation (wB97M-V/def2-TZVPD) on one molecule with the formula C6H9NO.

Last column: Löwdin charge in e.
Atoms and positions in Å:
1 C 0.84 1.03 -1.01  -0.247
2 C -0.79 0.65 0.49  -0.301
3 C 0.50 0.03 1.21  -0.099
4 C -0.60 -1.67 0.47  -0.123
5 C -1.09 -0.23 -0.29  -0.194
6 C 0.35 -0.47 -1.02  -0.062
7 H 1.97 1.24 -0.77  0.153
8 H 0.82 1.53 -1.93  0.097
9 H -1.51 0.99 1.04  0.121
10 H 1.34 0.66 1.34  0.111
11 H 0.39 -0.14 2.21  0.084
12 H -0.75 -2.88 0.10  0.178
13 H -0.89 -1.62 1.52  0.094
14 H -1.88 -0.03 -0.98  0.151
15 H 0.71 -1.27 -1.85  0.182
16 N 0.71 -1.18 0.35  -0.077
17 O -0.05 1.73 -0.27  -0.068

Values from the calculation:
Total charge   0
Molecular weight   111.1 g mol⁻¹
Spin multiplicity   1
SMILES   C1O[C@@H]2CN3C[C@@H]2[C@@H]13
Orbital gap   10.057 eV

Stability ranking, top and bottom: P is the most stable and S is the least stable.

--- P ---
ORCA calculation (wB97M-V/def2-TZVPD) on one molecule with the formula C9H10O2.

Last column: Löwdin charge in e.
Atoms and positions in Å:
1 C 0.84 -2.38 2.31  -0.122
2 C 1.37 -1.00 2.03  -0.297
3 C -0.08 -0.02 0.30  -0.208
4 C 0.71 -0.51 -0.78  -0.061
5 C 0.35 -0.09 -1.94  -0.166
6 C -0.57 0.86 -2.42  -0.042
7 C -1.26 1.54 -1.35  -0.196
8 C -2.11 2.73 -1.68  -0.221
9 C -1.15 0.86 -0.10  0.039
10 H 0.23 -2.90 1.36  0.138
11 H 1.83 -2.85 2.61  0.084
12 H 0.02 -2.30 3.08  0.085
13 H 2.44 -1.03 1.52  0.151
14 H 1.32 -0.38 3.13  0.186
15 H 1.51 -1.11 -0.65  0.071
16 H 1.24 -0.35 -2.67  0.145
17 H -0.32 1.14 -3.61  0.172
18 H -2.46 3.10 -2.77  0.159
19 H -1.47 1.49 0.86  0.163
20 O 0.37 -0.06 1.60  -0.105
21 O -2.80 3.27 -0.83  0.024

Values from the calculation:
Total charge   0
Molecular weight   150.2 g mol⁻¹
Spin multiplicity   1
SMILES   CCOc1cccc(C=O)c1
Orbital gap   8.699 eV

--- Q ---
ORCA calculation (wB97M-V/def2-TZVPD) on one molecule with the formula C9H10O2.

Last column: Löwdin charge in e.
Atoms and positions in Å:
1 C 0.51 0.14 -2.19  -0.081
2 C 0.16 -1.06 -1.75  -0.027
3 C -2.35 -1.87 0.20  -0.132
4 C 0.87 1.07 -1.07  -0.126
5 C 0.24 0.69 1.57  -0.017
6 C 0.05 -1.07 -0.26  -0.167
7 C 0.86 0.10 0.17  -0.202
8 C -1.13 -0.01 1.60  -0.160
9 C -1.38 -0.79 0.41  -0.369
10 O -2.00 -3.04 0.02  0.060
11 O -2.00 0.43 0.55  0.054
12 H 0.47 0.37 -3.24  0.102
13 H -0.11 -1.78 -2.38  0.069
14 H -3.40 -1.51 0.17  0.145
15 H 1.83 1.68 -1.28  0.141
16 H 0.00 1.71 -1.04  0.107
17 H 0.74 0.35 2.43  0.095
18 H 0.26 1.70 1.51  0.075
19 H 0.16 -2.03 0.18  0.138
20 H 1.89 -0.01 0.42  0.127
21 H -1.60 -0.18 2.61  0.167

Values from the calculation:
Total charge   0
Molecular weight   150.2 g mol⁻¹
Spin multiplicity   1
SMILES   O=C[C@@]12O[C@@H]1C[C@@H]1CC=C[C@@H]12
Orbital gap   9.609 eV

Stability ranking, top and bottom: Q is the most stable and P is the least stable.

--- P ---
ORCA calculation (wB97M-V/def2-TZVPD) on C4H10N2O as an isolated structure.

Last column: Löwdin charge in e.
Atoms and positions in Å:
1 C 0.91 1.73 0.06  -0.137
2 C 1.18 -1.28 -0.67  -0.094
3 N -0.05 -0.51 -0.52  -0.051
4 C -0.32 0.19 0.51  -0.342
5 N -1.51 -1.81 -0.24  0.065
6 C -1.21 0.54 1.42  -0.001
7 O 0.29 2.48 -0.90  -0.045
8 H -0.60 2.70 -0.61  0.102
9 H -1.05 -2.68 0.03  0.009
10 H -1.76 -1.92 -1.22  0.011
11 H 1.90 1.44 -0.27  0.080
12 H 0.94 2.15 1.07  0.082
13 H 1.03 -2.03 -1.44  0.078
14 H 1.97 -0.60 -1.01  0.073
15 H 1.47 -1.78 0.26  0.087
16 H -2.09 -0.07 1.55  0.039
17 H -1.11 1.45 1.98  0.044

Values from the calculation:
Total charge   0
Molecular weight   102.1 g mol⁻¹
Spin multiplicity   1
Orbital gap (alpha / beta)   8.474 / 8.474 eV

--- Q ---
ORCA calculation (wB97M-V/def2-TZVPD) on C4H10N2O as an isolated structure.

Last column: Löwdin charge in e.
Atoms and positions in Å:
1 C -0.91 -1.02 -0.01  -0.244
2 N -1.74 -0.88 1.16  -0.014
3 C 0.92 -1.42 -0.44  -0.320
4 O 1.29 -1.94 -1.46  -0.031
5 H -1.61 0.01 1.63  0.052
6 H -1.62 -1.65 1.81  0.065
7 H 1.32 -1.70 0.55  0.098
8 H -1.20 -1.98 -0.44  0.079
9 H -1.21 -0.30 -0.78  0.071
10 N 1.32 0.52 -0.87  0.030
11 C 0.57 1.07 0.22  -0.282
12 C -0.23 2.16 0.06  0.014
13 H 0.85 0.65 -1.76  0.123
14 H 2.34 0.45 -0.82  0.132
15 H 1.05 0.87 1.17  0.117
16 H -0.54 2.74 0.91  0.050
17 H -0.63 2.42 -0.91  0.060

Values from the calculation:
Total charge   0
Molecular weight   102.1 g mol⁻¹
Spin multiplicity   1
Orbital gap   8.380 eV

Stability ranking, top and bottom: Q is the most stable and P is the least stable.

--- P ---
ORCA calculation (wB97M-V/def2-TZVPD) on one molecule with the formula C4H5O2P.

Last column: Löwdin charge in e.
Atoms and positions in Å:
1 C -0.58 0.06 -1.25  0.013
2 C 0.39 1.38 -0.93  -0.535
3 C -0.77 -1.02 -0.18  -0.296
4 C 0.17 -0.74 0.94  -0.321
5 O 1.88 1.51 1.57  -0.335
6 O 0.59 2.43 -1.47  0.018
7 P 1.28 0.75 0.50  0.896
8 H -1.28 0.39 -2.05  0.096
9 H -1.81 -0.98 0.42  0.160
10 H -0.66 -1.93 -0.81  0.119
11 H -0.15 -0.40 1.99  0.115
12 H 0.94 -1.43 1.27  0.069

Values from the calculation:
Total charge   0
Molecular weight   116.1 g mol⁻¹
Spin multiplicity   1
Orbital gap (alpha / beta)   7.805 / 7.042 eV

--- Q ---
ORCA calculation (wB97M-V/def2-TZVPD) on C4H5O2P as an isolated structure.

Last column: Löwdin charge in e.
Atoms and positions in Å:
1 C -0.87 0.17 0.25  -0.179
2 C -0.64 -0.87 -0.87  -0.364
3 C 0.56 0.28 0.92  -0.423
4 C 1.41 0.94 -0.32  -0.134
5 O 1.06 -0.96 1.06  -0.428
6 O 1.68 2.07 -0.55  0.100
7 P 1.01 -1.68 -0.38  1.007
8 H -1.20 1.20 0.00  0.129
9 H -1.53 -0.09 0.96  0.062
10 H -1.46 -1.59 -1.06  0.075
11 H -0.44 -0.41 -1.76  0.015
12 H 0.41 0.95 1.76  0.141

Values from the calculation:
Total charge   0
Molecular weight   116.1 g mol⁻¹
Spin multiplicity   1
Orbital gap (alpha / beta)   7.644 / 7.438 eV

Stability ranking, top and bottom: Q is the most stable and P is the least stable.

--- P ---
ORCA calculation (wB97M-V/def2-TZVPD) on one molecule with the formula C4H5O2P.

Last column: Löwdin charge in e.
Atoms and positions in Å:
1 C -0.26 -1.52 0.40  -0.068
2 C -1.56 -1.62 0.26  -0.148
3 C 0.37 -0.39 -0.42  -0.432
4 C -0.43 0.88 -0.07  -0.369
5 O 0.45 -0.72 -1.79  -0.023
6 O -2.40 -0.87 -0.40  -0.407
7 P -2.30 0.77 -0.23  0.976
8 H 0.34 -2.16 1.00  0.095
9 H 1.41 -0.23 -0.10  0.141
10 H -0.44 -0.76 -2.15  0.087
11 H -0.19 1.18 0.95  0.077
12 H -0.15 1.71 -0.73  0.070

Values from the calculation:
Total charge   0
Molecular weight   116.1 g mol⁻¹
Spin multiplicity   1
Orbital gap (alpha / beta)   7.863 / 7.841 eV

--- Q ---
ORCA calculation (wB97M-V/def2-TZVPD) on one molecule with the formula C4H5O2P.

Last column: Löwdin charge in e.
Atoms and positions in Å:
1 C -0.87 0.69 -0.22  -0.170
2 C -0.52 0.21 0.99  -0.127
3 C -0.16 0.46 -1.42  -0.760
4 C 0.53 -0.69 1.21  -0.322
5 O -0.70 0.95 -2.56  -0.097
6 O 1.07 -1.01 2.37  0.038
7 P 1.45 -0.32 -1.44  0.799
8 H -1.85 1.31 -0.33  0.146
9 H -1.07 0.67 1.93  0.161
10 H 0.03 0.99 -3.33  0.149
11 H 1.68 -1.78 2.17  0.153
12 H 0.40 -1.48 0.63  0.029

Values from the calculation:
Total charge   0
Molecular weight   116.1 g mol⁻¹
Spin multiplicity   1
Orbital gap (alpha / beta)   6.466 / 6.630 eV

Stability ranking, top and bottom: P is the most stable and Q is the least stable.

--- P ---
ORCA calculation (wB97M-V/def2-TZVPD) on a 17-piece molecular cluster, H34O17 overall.

Last column: Löwdin charge in e.
Atoms and positions in Å:
1 O -2.48 1.54 -1.18  -0.040
2 H -2.49 2.49 -0.98  0.077
3 H -1.62 1.34 -1.54  -0.007
4 O 0.27 -2.38 -3.84  -0.082
5 H -0.35 -3.09 -3.60  0.050
6 H 0.52 -1.99 -2.99  -0.020
7 O -0.82 3.21 1.08  -0.011
8 H -0.44 2.81 0.34  -0.056
9 H -1.59 2.67 1.25  0.039
10 O 0.40 2.52 -1.19  -0.016
11 H 1.33 2.55 -1.25  0.038
12 H 0.25 1.63 -0.90  -0.036
13 O 3.26 -1.90 -0.60  -0.024
14 H 3.23 -0.99 -0.43  -0.039
15 H 3.55 -2.02 -1.52  0.079
16 O 0.59 -2.12 -1.20  -0.061
17 H 1.48 -2.03 -0.94  -0.019
18 H 0.43 -2.98 -0.71  0.134
19 O -3.44 -0.16 0.77  -0.049
20 H -2.69 0.11 1.31  0.000
21 H -3.35 0.49 0.08  -0.015
22 O 2.53 0.62 -0.10  -0.067
23 H 3.35 1.14 -0.17  0.099
24 H 2.08 1.02 0.68  0.031
25 O 1.01 -1.37 2.33  -0.019
26 H 0.79 -1.59 3.21  0.039
27 H 1.65 -2.06 2.18  0.069
28 O -2.48 -1.45 -1.52  -0.046
29 H -3.20 -1.20 -2.12  0.083
30 H -2.44 -1.04 -0.65  -0.005
31 O -0.93 0.00 -3.15  -0.067
32 H -0.78 -0.50 -3.94  0.026
33 H -1.60 -0.50 -2.64  0.000
34 O -0.32 0.15 -0.11  -0.070
35 H -0.12 0.09 0.82  0.008
36 H 0.27 -0.52 -0.57  0.051
37 O 1.40 1.88 2.16  -0.065
38 H 1.93 2.64 2.44  0.096
39 H 0.53 2.22 1.84  0.022
40 O -1.20 -2.46 1.04  -0.048
41 H -1.01 -1.91 0.25  -0.014
42 H -0.60 -2.07 1.66  -0.030
43 O 1.89 0.22 -2.85  -0.013
44 H 2.05 0.44 -1.94  -0.041
45 H 0.98 0.37 -2.92  -0.030
46 O -1.07 0.80 2.64  -0.077
47 H -1.48 0.17 3.29  0.107
48 H -1.17 1.63 3.13  0.083
49 O 0.98 0.44 4.47  -0.136
50 H 0.77 0.72 3.52  -0.001
51 H 0.17 0.39 5.08  0.072

Values from the calculation:
Total charge   0
Molecular weight   306.3 g mol⁻¹
Spin multiplicity   1
Orbital gap   9.916 eV

--- Q ---
ORCA calculation (wB97M-V/def2-TZVPD) on a 17-piece molecular cluster, H34O17 overall.

Last column: Löwdin charge in e.
Atoms and positions in Å:
1 O -25.03 2.90 0.88  -0.090
2 H -24.34 3.40 0.49  -0.055
3 H -25.47 2.40 0.12  0.007
4 O -22.84 6.72 -4.35  -0.049
5 H -22.53 7.40 -3.74  0.043
6 H -23.79 6.66 -4.17  -0.010
7 O -24.06 5.68 0.72  -0.001
8 H -23.44 6.33 0.98  0.027
9 H -24.30 5.85 -0.17  -0.033
10 O -22.99 4.24 -3.45  -0.028
11 H -22.62 5.08 -3.69  -0.002
12 H -22.22 3.71 -3.22  0.078
13 O -24.82 4.81 -1.82  -0.023
14 H -25.50 4.26 -2.19  0.030
15 H -24.03 4.65 -2.32  -0.034
16 O -25.71 1.51 -1.15  -0.041
17 H -26.24 0.76 -0.84  0.102
18 H -25.47 1.40 -2.08  0.029
19 O -22.60 3.56 -0.13  -0.030
20 H -22.38 3.65 0.76  0.049
21 H -22.74 4.46 -0.44  -0.001
22 O -25.90 4.39 -4.66  -0.017
23 H -25.29 4.60 -5.38  0.095
24 H -26.57 3.84 -5.01  0.066
25 O -28.72 5.93 -1.97  -0.069
26 H -28.33 5.05 -2.20  -0.006
27 H -28.10 6.61 -1.85  -0.042
28 O -24.76 1.92 -3.87  -0.067
29 H -24.03 1.94 -3.21  -0.016
30 H -24.87 2.86 -3.98  -0.025
31 O -22.91 1.60 -1.96  -0.060
32 H -22.00 1.53 -1.60  0.084
33 H -23.17 2.25 -1.30  0.004
34 O -25.44 6.91 -3.88  -0.037
35 H -25.17 6.74 -3.00  -0.034
36 H -25.81 6.02 -4.11  0.029
37 O -28.08 3.29 -2.33  -0.043
38 H -27.29 2.84 -2.00  0.022
39 H -28.28 2.96 -3.22  0.061
40 O -26.57 7.10 -0.49  -0.010
41 H -25.73 7.21 -0.91  -0.047
42 H -26.88 7.98 -0.35  0.051
43 O -24.27 7.41 -1.50  -0.071
44 H -23.55 7.79 -0.98  0.093
45 H -24.74 8.21 -1.79  0.110
46 O -27.30 4.43 0.34  -0.040
47 H -27.04 5.31 0.04  -0.015
48 H -26.44 4.20 0.64  -0.043
49 O -21.81 6.20 -1.23  -0.053
50 H -22.21 6.94 -1.80  0.049
51 H -21.23 5.72 -1.85  0.063

Values from the calculation:
Total charge   0
Molecular weight   306.3 g mol⁻¹
Spin multiplicity   1
Orbital gap   8.517 eV

Stability ranking, top and bottom: P is the most stable and Q is the least stable.